{"formula": "C6H17N2", "method": "the ωB97M-V functional and the def2-TZVPD basis", "e_above_lowest_ev": 7.8166, "orbital_gap_ev": 5.04, "homo_ev": -13.531, "total_charge": 1, "largest_force_ha_per_bohr": 0.0864, "species": ["N", "C", "C", "C", "N", "C", "C", "C", "H", "H", "H", "H", "H", "H", "H", "H", "H", "H", "H", "H", "H", "H", "H", "H", "H"], "coordinates": [[0.75046, -0.50242, -0.71145], [1.86860, 0.34124, -0.30722], [2.47651, 1.26122, -1.44460], [3.02418, -0.39297, 0.44701], [-1.16848, -1.52956, 0.62770], [-1.94076, -0.45691, 1.46161], [-2.99311, 0.31330, 0.57428], [-2.24621, 0.95866, -0.62610], [-0.16067, -1.44232, 0.26586], [1.07621, -1.09987, -1.42374], [-1.49972, -2.45869, 1.00977], [1.46542, 1.08797, 0.44217], [3.17521, 0.77558, -2.12227], [1.66364, 1.84356, -1.95108], [3.19563, 1.90402, -0.95602], [3.32880, 0.29562, 1.41645], [3.94738, -0.74033, -0.20271], [2.75075, -1.49670, 0.78388], [-2.47843, -0.79345, 2.36405], [-1.12926, 0.21070, 1.86859], [-3.57969, 1.01595, 1.05725], [-3.63294, -0.48162, 0.24115], [-3.07991, 1.09976, -1.35601], [-1.93712, 2.03520, -0.51419], [-1.31446, 0.32126, -0.96681]], "atomic_forces_ev_per_a": [[2.108, 1.987, 2.188], [-1.353, 1.654, 0.525], [-0.481, -0.137, -0.341], [2.002, -2.681, 1.398], [-2.894, -0.540, 2.260], [1.791, 0.586, -0.031], [3.753, -1.591, -1.774], [-0.353, 0.371, -0.634], [-1.422, 0.502, 0.361], [0.755, -1.369, -1.631], [1.141, 1.129, -0.730], [0.100, -1.032, -0.807], [-0.666, -0.661, -0.450], [0.961, -0.553, 0.393], [-0.345, 0.580, 0.628], [-0.697, -1.957, -2.682], [-1.714, 1.594, 0.969], [-0.038, 2.511, -0.063], [0.555, -0.896, -0.560], [-0.828, -0.181, -0.608], [-0.805, 1.293, 1.583], [-0.496, -0.233, -0.492], [1.153, -0.600, -0.377], [0.040, -1.115, 0.639], [-2.267, 1.342, 0.235]], "nbo_charge": [-0.189, -0.163, -0.592, -0.632, -0.588, -0.244, -0.395, -0.638, 0.387, 0.343, 0.398, 0.219, 0.236, 0.245, 0.253, 0.286, 0.256, 0.246, 0.231, 0.218, 0.239, 0.211, 0.239, 0.220, 0.216]}



{"formula": "C6H17N2", "method": "the ωB97M-V functional and the def2-TZVPD basis", "e_above_lowest_ev": 4.5103, "orbital_gap_ev": 5.21, "homo_ev": -13.284, "total_charge": 1, "largest_force_ha_per_bohr": 0.0477, "species": ["N", "C", "C", "N", "C", "C", "C", "C", "H", "H", "H", "H", "H", "H", "H", "H", "H", "H", "H", "H", "H", "H", "H", "H", "H"], "coordinates": [[2.42000, 1.62973, 0.71318], [-2.29434, 1.59553, 1.68058], [-1.98214, 0.59090, 0.57023], [-0.60802, 0.37226, 0.37312], [1.19826, -2.71678, -0.80168], [0.94995, -1.42674, -0.07189], [-0.27782, -0.56042, -0.57753], [0.17681, 0.14451, -1.88819], [2.61337, 2.50967, 0.25872], [1.44090, 1.40733, 0.58828], [-2.39986, 2.58767, 1.25323], [-1.47339, 1.57656, 2.40283], [-3.22988, 1.33605, 2.17121], [-2.50033, -0.36202, 0.76377], [-2.46288, 0.95655, -0.35382], [2.54308, 1.72081, 1.71436], [1.08121, -3.63659, -0.21300], [2.14943, -2.80959, -1.33168], [0.46500, -2.92218, -1.61527], [0.73359, -1.65222, 0.98384], [1.81633, -0.76899, -0.08657], [-1.12036, -1.24139, -0.81190], [0.74055, 1.05580, -1.64012], [-0.57534, 0.49216, -2.59733], [0.85610, -0.47689, -2.48262]], "atomic_forces_ev_per_a": [[-0.250, -0.493, 0.028], [0.331, -0.240, -0.116], [-0.029, 0.805, 1.595], [-0.720, 0.139, -1.367], [-0.973, -1.452, -1.722], [0.476, 0.401, 1.449], [-0.707, -2.023, -0.443], [1.269, 1.657, -0.802], [0.060, 0.167, 0.109], [0.010, 0.255, -0.025], [0.085, 0.171, 0.146], [-0.280, 0.164, 0.017], [0.037, 0.002, 0.038], [0.182, -0.361, -0.349], [0.335, -0.422, -0.549], [0.246, 0.199, -0.049], [0.164, 0.569, 0.363], [0.081, 0.456, 0.348], [0.181, 0.433, 0.325], [0.150, 0.140, -0.307], [0.049, 0.061, 0.071], [0.130, 0.368, -0.063], [0.057, -0.334, 0.037], [-0.739, -0.323, 0.638], [-0.143, -0.337, 0.630]], "nbo_charge": [-1.075, -0.621, -0.369, 0.175, -0.650, -0.367, -0.153, -0.568, 0.373, 0.339, 0.237, 0.239, 0.245, 0.305, 0.325, 0.373, 0.249, 0.250, 0.223, 0.225, 0.261, 0.218, 0.245, 0.251, 0.269]}



{"formula": "C6H17NO", "method": "the ωB97M-V functional and the def2-TZVPD basis", "e_above_lowest_ev": 0.6197, "orbital_gap_ev": 9.95, "homo_ev": -8.931, "smiles": "CCCNCCC.O", "largest_force_ha_per_bohr": 0.0303, "species": ["C", "C", "C", "N", "C", "C", "C", "H", "H", "H", "H", "H", "H", "H", "H", "H", "H", "H", "H", "H", "H", "H", "O", "H", "H"], "coordinates": [[-2.45841, -0.88660, -1.09669], [-1.80372, -1.59200, 0.05978], [-0.29927, -1.82993, -0.12828], [0.51576, -0.63146, -0.37659], [0.77631, 0.14398, 0.84110], [0.94231, 1.62137, 0.49885], [-0.39267, 2.38590, 0.41931], [-2.22710, -1.24637, -2.10011], [-3.52789, -0.75184, -0.97529], [-2.11462, 0.15713, -1.17313], [-1.88976, -0.95519, 0.93238], [-2.25126, -2.55944, 0.24820], [-0.14608, -2.47743, -0.99305], [0.13363, -2.30500, 0.75459], [-0.02325, -0.02247, -0.98749], [1.71428, -0.21783, 1.28659], [0.02656, -0.01587, 1.62859], [1.60114, 2.19492, 1.14583], [1.38416, 1.61176, -0.49587], [-0.13627, 3.44830, 0.34028], [-1.00976, 2.28669, 1.31345], [-0.96053, 2.11629, -0.46964], [4.17247, 0.21779, -0.14042], [4.54301, -0.41954, -0.75998], [3.43100, -0.27315, 0.22761]], "atomic_forces_ev_per_a": [[0.144, 1.408, -0.650], [0.940, 0.057, 0.005], [0.337, 0.216, -0.480], [-0.667, 0.319, 0.304], [0.742, 0.018, 0.467], [-0.927, -0.036, -0.306], [0.641, 0.413, -0.079], [-0.167, -0.663, 0.121], [-0.244, -0.419, -0.030], [0.098, -0.116, 0.299], [-0.419, -0.050, 0.423], [-0.301, -0.159, 0.194], [-0.019, -0.272, 0.069], [-0.142, -0.238, -0.067], [0.192, -0.121, -0.153], [-0.091, -0.077, -0.011], [-0.155, 0.157, -0.129], [0.199, -0.426, 0.254], [0.319, 0.303, -0.061], [-0.277, -0.062, -0.142], [0.017, -0.225, -0.029], [-0.196, -0.042, 0.075], [0.033, -0.269, -0.042], [0.133, 0.151, -0.080], [-0.189, 0.132, 0.046]], "nbo_charge": [-0.620, -0.423, -0.210, -0.626, -0.216, -0.414, -0.609, 0.207, 0.219, 0.194, 0.197, 0.207, 0.188, 0.190, 0.346, 0.166, 0.167, 0.214, 0.212, 0.212, 0.202, 0.195, -0.935, 0.466, 0.468]}



{"formula": "C6H17NO", "method": "the ωB97M-V functional and the def2-TZVPD basis", "e_above_lowest_ev": 2.4469, "orbital_gap_ev": 9.96, "homo_ev": -9.143, "smiles": "CCCNCCC.O", "largest_force_ha_per_bohr": 0.0911, "species": ["C", "C", "C", "N", "C", "C", "C", "H", "H", "H", "H", "H", "H", "H", "H", "H", "H", "H", "H", "H", "H", "H", "O", "H", "H"], "coordinates": [[2.26193, -0.14936, 1.46867], [2.13022, 1.19257, 0.60438], [1.10654, 1.09593, -0.46528], [-0.25782, 1.15623, 0.10612], [-1.33509, 0.71988, -0.85072], [-2.60178, 0.12149, -0.13678], [-2.22883, -1.22838, 0.59507], [1.42377, -0.76635, 1.51230], [3.08212, -0.76649, 0.86202], [2.63196, -0.20410, 2.53188], [1.86108, 2.07143, 1.26309], [3.13009, 1.36334, 0.26746], [1.02277, 1.86086, -1.14133], [1.40488, 0.17274, -1.10551], [-0.35676, 0.51576, 0.99063], [-1.63098, 1.55845, -1.45232], [-1.09450, 0.02819, -1.61033], [-3.33604, 0.07665, -0.87988], [-2.97570, 0.89572, 0.57818], [-2.56223, -2.07871, 0.04777], [-2.62544, -1.07363, 1.67165], [-1.18853, -1.30574, 0.67003], [0.34406, -2.00370, -2.08432], [1.29620, -2.16219, -1.85907], [0.49806, -1.09059, -1.58374]], "atomic_forces_ev_per_a": [[3.445, -0.295, -1.416], [-0.092, 0.327, 3.217], [-0.985, -2.843, 0.613], [-0.835, -2.984, 1.255], [-0.949, 0.743, 1.666], [2.546, 1.048, 1.408], [-2.206, 2.714, 1.368], [-1.816, -0.838, -0.352], [-1.729, 0.927, 1.326], [-0.150, 1.095, -1.090], [0.255, -0.893, -0.560], [0.457, 0.378, -0.628], [0.892, 2.182, -1.771], [-0.731, 0.925, 0.836], [0.508, 1.517, -2.239], [-0.267, 0.925, -0.011], [1.102, -1.302, -0.604], [-1.247, -0.651, -1.075], [0.347, -0.680, -0.299], [-0.626, -0.717, 0.032], [0.426, -1.126, -1.744], [1.685, -0.147, 0.124], [2.546, 3.110, 2.405], [-0.779, -1.270, -0.870], [-1.796, -2.144, -1.592]], "nbo_charge": [-0.622, -0.413, -0.195, -0.623, -0.224, -0.396, -0.618, 0.198, 0.194, 0.227, 0.213, 0.215, 0.205, 0.110, 0.352, 0.185, 0.173, 0.209, 0.197, 0.223, 0.210, 0.195, -0.928, 0.457, 0.456]}



{"formula": "C6H17NO", "method": "the ωB97M-V functional and the def2-TZVPD basis", "e_above_lowest_ev": 2.8017, "orbital_gap_ev": 9.85, "homo_ev": -8.954, "smiles": "CCCCN(C)C.O", "largest_force_ha_per_bohr": 0.0741, "species": ["C", "C", "C", "C", "N", "C", "C", "H", "H", "H", "H", "H", "H", "H", "H", "H", "H", "H", "H", "H", "H", "H", "O", "H", "H"], "coordinates": [[1.32309, -2.44687, -0.45604], [0.06100, -2.42273, 0.40372], [-0.67920, -1.06488, 0.16951], [0.06288, -0.03054, 0.94419], [0.15543, 1.14689, 0.16858], [-0.14078, 2.36400, 0.93543], [1.52537, 1.23338, -0.54032], [1.34330, -3.21467, -1.20967], [1.46153, -1.61285, -1.09713], [2.22135, -2.77406, 0.11011], [0.28397, -2.74035, 1.40086], [-0.67074, -3.15036, 0.00655], [-1.72575, -1.14771, 0.38567], [-0.69883, -0.75475, -0.86417], [-0.30781, 0.18081, 2.01783], [1.22201, -0.32405, 1.21476], [0.56331, 2.40889, 1.79762], [-1.27837, 2.51083, 0.81062], [0.23386, 3.29051, 0.29757], [1.38676, 2.25757, -1.05216], [1.49294, 0.34654, -1.24728], [2.33745, 1.24003, 0.18070], [-2.31479, 0.99423, -1.24534], [-1.90934, 0.34160, -1.84747], [-1.43945, 1.36570, -0.86068]], "atomic_forces_ev_per_a": [[0.933, -1.903, 0.539], [-1.588, -0.062, -2.762], [1.118, -1.871, 1.450], [2.297, -0.032, 2.926], [1.719, 2.384, -0.967], [0.662, 1.943, -3.044], [-3.604, 0.945, -0.791], [-0.689, -0.846, -0.328], [0.429, 1.241, 0.162], [-0.272, 1.027, -0.151], [-0.140, 0.478, 0.825], [0.529, -0.213, 0.241], [-0.553, 0.141, 0.677], [0.639, -0.479, -0.389], [-0.034, -0.345, -1.751], [-2.571, -0.045, -0.683], [-1.577, 0.145, 0.446], [1.653, -0.186, 1.892], [-0.640, -1.742, 1.030], [0.980, -1.846, 0.261], [0.720, 1.399, 0.726], [0.272, -0.174, -0.021], [1.984, 0.511, 0.013], [-0.716, 0.370, 0.173], [-1.550, -0.841, -0.475]], "nbo_charge": [-0.630, -0.407, -0.410, -0.218, -0.503, -0.455, -0.416, 0.214, 0.199, 0.211, 0.210, 0.200, 0.227, 0.194, 0.212, 0.163, 0.201, 0.240, 0.192, 0.207, 0.208, 0.185, -0.964, 0.453, 0.486]}



{"formula": "C6H17NO3", "method": "the ωB97M-V functional and the def2-TZVPD basis", "e_above_lowest_ev": 3.3128, "orbital_gap_ev": 10.64, "homo_ev": -10.174, "smiles": "CC(C)CNCC=O.O.O", "largest_force_ha_per_bohr": 0.0763, "species": ["C", "C", "C", "C", "N", "C", "C", "O", "H", "H", "H", "H", "H", "H", "H", "H", "H", "H", "H", "H", "H", "O", "H", "H", "O", "H", "H"], "coordinates": [[2.10589, 1.09480, -2.40365], [0.83171, 1.12927, -1.55525], [-0.38122, 0.97703, -2.44011], [0.92109, 0.12849, -0.37226], [0.64306, 0.63972, 0.95541], [0.44279, -0.54066, 1.83190], [-1.01715, -0.50923, 2.08814], [-1.72082, -1.44614, 1.74704], [2.53992, 2.07826, -2.58633], [2.98234, 0.71266, -1.88329], [1.84660, 0.58410, -3.31682], [0.78692, 2.15072, -1.03812], [-1.16804, 1.09120, -1.69958], [-0.56238, -0.07825, -2.70493], [-0.60585, 1.59238, -3.30906], [0.17954, -0.61979, -0.71041], [1.92009, -0.37395, -0.47486], [1.47570, 1.17363, 1.18297], [1.06134, -0.35765, 2.84374], [0.83296, -1.46544, 1.37731], [-1.48528, 0.34784, 2.44752], [0.24889, -3.75710, -0.07740], [0.07116, -2.89976, 0.34167], [-0.34726, -3.45260, -0.81128], [-1.97495, 2.38097, 0.74723], [-2.52882, 1.64301, 1.02403], [-1.14663, 1.90039, 0.59881]], "atomic_forces_ev_per_a": [[0.566, 0.776, 0.586], [1.688, 2.479, 0.829], [-1.576, -1.374, 1.540], [-0.221, -0.932, -2.713], [0.497, -0.505, -0.731], [2.356, 1.811, 2.507], [-0.325, -3.666, -1.355], [0.285, 0.532, 0.233], [-0.749, 0.378, -0.661], [-0.181, -1.007, -0.015], [0.672, -0.247, -0.420], [-0.065, -1.039, -0.788], [-0.860, 0.489, -0.289], [0.592, 0.146, -0.372], [0.645, 0.308, 0.228], [0.115, -0.146, 0.954], [-0.739, 0.253, 0.526], [-0.243, -0.003, 0.556], [-1.469, -0.490, -2.020], [-0.410, 0.292, 0.353], [-0.430, 1.986, 1.046], [-1.436, 1.805, -1.250], [0.586, -0.343, 1.251], [0.697, -1.554, -0.008], [0.074, -0.537, -0.009], [-0.467, 0.258, -0.023], [0.398, 0.330, 0.045]], "nbo_charge": [-0.619, -0.228, -0.624, -0.229, -0.642, -0.324, 0.410, -0.526, 0.218, 0.204, 0.212, 0.197, 0.217, 0.198, 0.231, 0.186, 0.183, 0.375, 0.222, 0.209, 0.135, -0.914, 0.456, 0.459, -0.941, 0.457, 0.477]}



What did the second record say?
{"formula": "C6H17N2", "method": "the ωB97M-V functional and the def2-TZVPD basis", "e_above_lowest_ev": 4.5103, "orbital_gap_ev": 5.21, "homo_ev": -13.284, "total_charge": 1, "largest_force_ha_per_bohr": 0.0477, "species": ["N", "C", "C", "N", "C", "C", "C", "C", "H", "H", "H", "H", "H", "H", "H", "H", "H", "H", "H", "H", "H", "H", "H", "H", "H"], "coordinates": [[2.42000, 1.62973, 0.71318], [-2.29434, 1.59553, 1.68058], [-1.98214, 0.59090, 0.57023], [-0.60802, 0.37226, 0.37312], [1.19826, -2.71678, -0.80168], [0.94995, -1.42674, -0.07189], [-0.27782, -0.56042, -0.57753], [0.17681, 0.14451, -1.88819], [2.61337, 2.50967, 0.25872], [1.44090, 1.40733, 0.58828], [-2.39986, 2.58767, 1.25323], [-1.47339, 1.57656, 2.40283], [-3.22988, 1.33605, 2.17121], [-2.50033, -0.36202, 0.76377], [-2.46288, 0.95655, -0.35382], [2.54308, 1.72081, 1.71436], [1.08121, -3.63659, -0.21300], [2.14943, -2.80959, -1.33168], [0.46500, -2.92218, -1.61527], [0.73359, -1.65222, 0.98384], [1.81633, -0.76899, -0.08657], [-1.12036, -1.24139, -0.81190], [0.74055, 1.05580, -1.64012], [-0.57534, 0.49216, -2.59733], [0.85610, -0.47689, -2.48262]], "atomic_forces_ev_per_a": [[-0.250, -0.493, 0.028], [0.331, -0.240, -0.116], [-0.029, 0.805, 1.595], [-0.720, 0.139, -1.367], [-0.973, -1.452, -1.722], [0.476, 0.401, 1.449], [-0.707, -2.023, -0.443], [1.269, 1.657, -0.802], [0.060, 0.167, 0.109], [0.010, 0.255, -0.025], [0.085, 0.171, 0.146], [-0.280, 0.164, 0.017], [0.037, 0.002, 0.038], [0.182, -0.361, -0.349], [0.335, -0.422, -0.549], [0.246, 0.199, -0.049], [0.164, 0.569, 0.363], [0.081, 0.456, 0.348], [0.181, 0.433, 0.325], [0.150, 0.140, -0.307], [0.049, 0.061, 0.071], [0.130, 0.368, -0.063], [0.057, -0.334, 0.037], [-0.739, -0.323, 0.638], [-0.143, -0.337, 0.630]], "nbo_charge": [-1.075, -0.621, -0.369, 0.175, -0.650, -0.367, -0.153, -0.568, 0.373, 0.339, 0.237, 0.239, 0.245, 0.305, 0.325, 0.373, 0.249, 0.250, 0.223, 0.225, 0.261, 0.218, 0.245, 0.251, 0.269]}